{"formula": "C22H28AlN2OSSi", "method": "ωB97M-V with the def2-TZVPD basis set", "elements": ["Al", "C", "C", "C", "C", "C", "H", "H", "H", "H", "H", "N", "C", "N", "S", "H", "H", "H", "H", "C", "C", "C", "C", "Si", "O", "C", "C", "C", "C", "C", "C", "C", "C", "C", "C", "C", "C", "H", "H", "H", "H", "H", "H", "H", "H", "H", "H", "H", "H", "H", "H", "H", "H", "H", "H", "H"], "xyz": [[0.7585, -1.0635, 2.1118], [0.4547, -2.9786, 2.9027], [-0.2831, -1.9653, 3.6743], [0.5649, -1.5820, 4.7424], [1.7632, -2.2966, 4.6586], [1.6995, -3.1430, 3.5412], [-0.0099, -3.6866, 2.2297], [-1.3599, -1.8587, 3.6569], [0.3247, -0.8331, 5.4859], [2.6156, -2.1801, 5.3150], [2.4843, -3.8082, 3.2042], [2.2864, 2.1049, 1.2127], [2.9269, 0.9648, 1.3629], [3.8119, 0.5781, 0.4610], [2.6799, -0.0199, 2.7960], [2.3859, 2.6824, 0.3910], [1.5899, 2.3676, 1.8872], [4.0339, 1.1303, -0.3518], [4.2886, -0.2969, 0.5889], [-2.3924, -2.0576, -0.1168], [-2.3422, -0.5262, -0.2665], [-3.3082, -0.0718, -1.3778], [-2.7937, 0.1306, 1.0506], [-0.5884, 0.0364, -0.6425], [0.4074, -0.3669, 0.6337], [0.1829, -0.6944, -2.1680], [-0.4937, -1.4981, -3.0906], [0.1451, -1.9799, -4.2290], [1.4733, -1.6595, -4.4680], [2.1637, -0.8549, -3.5678], [1.5197, -0.3793, -2.4345], [-0.5137, 1.8962, -0.7593], [-0.4780, 2.6926, 0.3934], [-0.4645, 4.0801, 0.3125], [-0.4915, 4.6996, -0.9333], [-0.5346, 3.9301, -2.0888], [-0.5439, 2.5410, -2.0007], [-3.4039, -2.3720, 0.1646], [-1.7109, -2.4162, 0.6630], [-2.1277, -2.5773, -1.0426], [-4.3322, -0.3818, -1.1343], [-3.0595, -0.5032, -2.3522], [-3.3081, 1.0183, -1.4871], [-3.7642, -0.2807, 1.3513], [-2.9068, 1.2136, 0.9454], [-2.1012, -0.0488, 1.8776], [-1.5317, -1.7630, -2.9266], [-0.3968, -2.6038, -4.9310], [1.9691, -2.0298, -5.3565], [3.1982, -0.5922, -3.7587], [2.0605, 0.2614, -1.7434], [-0.4844, 2.2167, 1.3728], [-0.4479, 4.6806, 1.2150], [-0.4899, 5.7818, -1.0006], [-0.5621, 4.4123, -3.0589], [-0.5633, 1.9506, -2.9150]], "mol_weight_g_mol": 423.614, "lumo_energy_ev": -2.694, "e_tot_ha": -1969.974519, "gap_ev": 9.2, "relative_energy_kcal_mol": 1.9, "total_charge": 1}